{
  "formula": "C3H3F2NO2",
  "method": "ωB97M-V/def2-TZVPD",
  "charge": 0,
  "e_above_lowest_kcal_mol": 35.4,
  "multiplicity": 1,
  "energy_ev": -14178.0014,
  "lumo_ha": 0.01890,
  "orbital_gap_ev": 9.5,
  "homo_energy_ev": -9.0,
  "smiles": "OC=C(F)F.N=C=O",
  "species": ["C", "C", "C", "N", "O", "O", "F", "F", "H", "H", "H"],
  "coordinates": [[1.19, -0.70, -0.02], [-1.68, 1.72, -0.36], [0.83, -1.67, 0.83], [-1.44, 1.25, -1.44], [1.17, 0.64, 0.13], [-1.79, 2.14, 0.72], [0.88, -2.97, 0.39], [0.29, -1.64, 2.04], [1.54, -0.98, -1.08], [0.87, 0.92, 1.08], [-1.87, 1.28, -2.28]],
  "nbo_charge": [-0.02, 0.87, 0.62, -0.76, -0.67, -0.52, -0.33, -0.30, 0.21, 0.49, 0.41]
}